Run 1
The following is a DFT calculation (ωB97M-V/def2-TZVPD) of a 2-piece molecular cluster, C5H13NO2 overall.

Geometry (Å):
C  -1.484  -1.784  -0.810
C  -0.348  -1.060  -0.120
C  -0.333  0.472  -0.263
C  -0.967  0.984  -1.564
N  -0.924  1.078  0.953
C  -0.144  1.624  1.967
O  1.060  1.658  1.911
H  -1.201  -1.885  -1.893
H  -1.563  -2.844  -0.479
H  -2.508  -1.428  -0.618
H  -0.315  -1.240  0.998
H  0.663  -1.385  -0.283
H  0.731  0.725  -0.147
H  -1.367  1.984  -1.370
H  -1.907  0.483  -1.816
H  -0.289  0.966  -2.404
H  -1.862  0.939  1.293
H  -0.706  2.259  2.703
O  2.669  -2.020  -1.358
H  3.461  -1.769  -1.856
H  2.930  -2.804  -0.857

Calculated values
**Frontier orbital gap**: 10.1 eV
**HOMO level**: -0.344 Ha
**Charge**: 0
**LUMO**: 0.699 eV
**SMILES string**: CC[C@@H](C)NC=O.O


Run 2
The following is a DFT calculation (ωB97M-V/def2-TZVPD) of a 2-piece molecular cluster, C5H13NO2 overall.

Geometry (Å):
C  -1.971  -0.571  1.085
C  -2.128  -0.212  -0.452
C  -1.134  0.793  -1.066
C  0.247  0.202  -1.174
O  0.582  -0.437  -2.157
N  1.225  0.487  -0.230
C  0.995  0.868  1.169
H  -2.580  -1.413  1.355
H  -2.259  0.360  1.603
H  -0.911  -0.776  1.207
H  -1.938  -1.157  -0.991
H  -3.181  -0.052  -0.638
H  -1.128  1.795  -0.580
H  -1.452  1.057  -2.092
H  2.157  0.455  -0.606
H  0.990  0.033  1.815
H  -0.001  1.346  1.188
H  1.723  1.658  1.380
O  3.777  -1.233  -0.445
H  3.321  -1.960  -0.889
H  3.668  -1.245  0.518

Calculated values
**Frontier orbital gap**: 10.0 eV
**HOMO level**: -0.341 Ha
**Charge**: 0
**LUMO**: 0.718 eV
**SMILES string**: CCCC(=O)NC.O


Run 3
The following is a DFT calculation (ωB97M-V/def2-TZVPD) of a 2-piece molecular cluster, C5H13NO2 overall.

Geometry (Å):
C  -0.444  2.390  0.576
C  -0.459  1.754  -0.836
N  0.185  0.332  -0.872
C  1.043  -0.060  0.243
C  1.638  -1.426  -0.256
C  0.687  -2.625  -0.520
O  -0.522  -2.758  -0.285
H  -0.830  3.432  0.557
H  -1.005  1.789  1.317
H  0.582  2.290  1.094
H  -0.056  2.407  -1.576
H  -1.475  1.573  -1.345
H  -0.666  -0.270  -0.637
H  0.497  -0.179  1.214
H  1.919  0.599  0.313
H  2.017  -1.258  -1.275
H  2.477  -1.812  0.332
H  1.207  -3.362  -1.099
O  -1.962  -1.070  1.220
H  -2.504  -0.321  1.442
H  -2.327  -1.424  0.393

Calculated values
**Frontier orbital gap**: 9.8 eV
**HOMO level**: -0.332 Ha
**Charge**: 0
**LUMO**: 0.801 eV
**SMILES string**: CCNCCC=O.O


Run 4
The following is a DFT calculation (ωB97M-V/def2-TZVPD) of a 2-piece molecular cluster, C5H13NO2 overall.

Geometry (Å):
C  2.004  0.647  0.171
C  0.820  -0.339  0.707
C  0.442  -0.196  2.185
C  -0.284  -0.201  -0.367
N  -0.568  1.196  -0.736
C  -1.640  -0.732  0.229
O  -1.952  -1.847  0.543
H  1.765  1.703  0.371
H  3.010  0.200  0.437
H  1.969  0.562  -0.849
H  1.077  -1.396  0.672
H  -0.393  0.490  2.124
H  1.297  0.190  2.800
H  -0.006  -1.097  2.638
H  0.146  -0.663  -1.320
H  -1.558  1.253  -1.265
H  0.124  1.900  -0.577
H  -2.231  0.135  0.606
O  -1.453  -0.958  -2.613
H  -2.013  -0.180  -2.917
H  -0.556  -0.668  -2.839

Calculated values
**Frontier orbital gap**: 9.6 eV
**HOMO level**: -0.334 Ha
**Charge**: 0
**LUMO**: 0.513 eV
**SMILES string**: CC(C)[C@H](N)C=O.O


Stability, descending: run 2, run 1, run 3, run 4